No. 1
DFT (the ωB97M-V functional and the def2-TZVPD basis) results for a cluster of 2 separate species, C12H16N2O in total at a distorted geometry.

Results
Total charge: -1
Strongest force on any atom (eV Å⁻¹): 1.28
2S+1: 2
HOMO (spin up / spin down) (hartree): 0.0049 / -0.1187
Molecular weight (g mol⁻¹): 204.3
Orbital gap (spin up / spin down) (eV): 3.3 / 6.6
⟨S²⟩: 0.772
Relative energy (zero: lowest compared OMol25 entry of this formula, charge and spin) (kJ/mol): 0.0

```
31
Properties=species:S:1:pos:R:3:mulliken_spin:R:1
C 0.173 0.390 -2.016 0.008
C -0.954 0.849 -2.937 0.006
C 1.206 -0.450 -2.711 0.000
O 1.160 -0.743 -3.896 -0.001
N 2.187 -0.955 -1.912 0.010
H 0.635 1.229 -1.487 0.004
H -0.206 -0.119 -1.116 0.007
H -0.595 1.656 -3.568 0.000
H 2.958 -1.381 -2.395 -0.002
H 2.222 -0.779 -0.919 -0.007
H -1.779 1.169 -2.306 0.002
H -1.289 0.023 -3.562 0.000
C -1.432 -2.562 1.225 -0.007
C 0.736 0.471 1.608 0.445
C -0.542 -0.103 1.388 -0.300
C -0.389 -1.515 1.492 -0.303
C 0.945 -1.776 1.730 0.380
C 0.919 1.830 1.830 0.078
C -0.203 2.695 1.620 0.297
C -1.689 0.760 1.409 0.642
C -1.467 2.148 1.450 -0.285
N 1.653 -0.552 1.623 -0.156
H 2.642 -0.481 1.764 0.017
H 1.888 2.216 2.120 0.018
H 1.506 -2.695 1.622 0.076
H -0.060 3.753 1.827 0.037
H -2.702 0.455 1.153 0.089
H -2.283 -2.044 0.784 0.010
H -1.829 -2.953 2.170 -0.022
H -2.312 2.831 1.438 -0.044
H -1.100 -3.366 0.572 -0.001
```

No. 2
DFT (the ωB97M-V functional and the def2-TZVPD basis) results for a cluster of 2 separate species, C12H16N2O in total at a distorted geometry.

Results
Total charge: +1
Strongest force on any atom (eV Å⁻¹): 3.28
2S+1: 2
HOMO (spin up / spin down) (hartree): -0.3788 / -0.3788
Molecular weight (g mol⁻¹): 204.3
Orbital gap (spin up / spin down) (eV): 5.6 / 2.1
⟨S²⟩: 0.761
Relative energy (zero: lowest compared OMol25 entry of this formula, charge and spin) (kJ/mol): 314.8

```
31
Properties=species:S:1:pos:R:3:mulliken_spin:R:1
C -0.032 2.737 0.952 0.030
C 0.241 4.210 0.772 0.017
C -1.456 2.421 1.048 0.259
C -2.408 3.030 1.905 0.421
C -3.342 1.474 0.592 0.266
N -2.068 1.511 0.269 -0.064
N -3.606 2.401 1.625 -0.021
H 0.211 2.273 -0.095 0.003
H 0.565 2.370 1.826 0.044
H -0.070 4.801 1.625 0.000
H -2.243 3.641 2.767 0.022
H -4.118 0.909 0.042 0.014
H -4.401 2.979 1.352 0.003
H -0.134 4.492 -0.218 -0.002
H 1.331 4.249 0.578 0.005
C 2.689 -0.965 -1.990 0.000
C -0.277 -2.684 -0.424 0.000
C 0.286 -3.954 -0.222 0.000
C 0.535 -1.850 -1.135 0.000
C 1.902 -2.081 -1.413 0.000
C 1.530 -4.326 -0.612 0.000
C 2.409 -3.353 -1.129 0.000
O -0.524 -4.872 0.465 0.000
H -1.251 -2.318 -0.248 0.000
H 0.280 -0.793 -1.242 0.000
H 1.939 -5.227 -0.170 0.000
H 0.079 -5.461 0.934 0.000
H 2.174 -0.700 -2.917 0.000
H 3.738 -1.185 -2.226 0.000
H 3.436 -3.713 -1.283 0.000
H 2.582 -0.017 -1.429 0.000
```

No. 3
DFT (the ωB97M-V functional and the def2-TZVPD basis) results for the molecule C12H16N2O5 at a distorted geometry.

Results
Strongest force on any atom (eV Å⁻¹): 5.51
2S+1: 1
HOMO (hartree): -0.3235
Molecular weight (g mol⁻¹): 268.3
Orbital gap (eV): 9.3
SMILES string: N[C@@H](CO)C(=O)N[C@@H](Cc1ccc(O)cc1)C(=O)O
Relative energy (zero: lowest compared OMol25 entry of this formula, charge and spin) (kJ/mol): 456.4

```
35
Properties=species:S:1:pos:R:3:nbo_charge:R:1
N 2.946 -2.791 -0.067 -0.837
C 2.251 -1.366 -0.220 -0.203
C 0.911 -1.854 -0.750 -0.082
O 1.173 -2.725 -1.852 -0.738
C 2.208 -0.618 1.027 0.670
O 2.469 -1.135 2.046 -0.571
N 1.698 0.667 1.058 -0.649
C 0.945 1.418 0.118 -0.174
C -0.316 2.121 0.537 -0.427
C -1.520 1.197 0.371 -0.059
C -2.019 1.069 -0.928 -0.217
C -3.169 0.224 -1.108 -0.260
C -3.864 -0.358 0.022 0.307
O -4.838 -1.315 -0.182 -0.687
C -3.374 -0.133 1.329 -0.272
C -2.269 0.717 1.500 -0.189
C 1.703 2.555 -0.745 0.796
O 1.407 3.141 -1.721 -0.550
O 2.898 2.794 -0.118 -0.706
H 3.236 -2.808 0.879 0.381
H 3.864 -2.747 -0.492 0.358
H 2.973 -0.859 -0.968 0.229
H 0.125 -1.133 -1.260 0.210
H 0.412 -2.462 0.064 0.190
H 1.849 -3.380 -1.568 0.492
H 1.388 0.798 1.949 0.397
H 0.608 0.598 -0.652 0.237
H -0.164 2.478 1.616 0.215
H -0.439 2.971 -0.180 0.253
H -1.465 1.593 -1.757 0.236
H -3.641 -0.163 -2.017 0.211
H -5.361 -1.244 -1.039 0.492
H -4.085 -0.227 2.168 0.232
H -1.711 0.905 2.469 0.216
H 3.173 2.074 0.472 0.497
```

No. 4
DFT (the ωB97M-V functional and the def2-TZVPD basis) results for the molecule C12H16N2OS.

Results
Strongest force on any atom (eV Å⁻¹): 0.74
2S+1: 1
HOMO (hartree): -0.3079
Molecular weight (g mol⁻¹): 236.3
Orbital gap (eV): 9.0
SMILES string: C=CCc1c(C)nc(SCC(=C)C)[nH]c1=O
Relative energy (zero: lowest compared OMol25 entry of this formula, charge and spin) (kJ/mol): 114.1

```
32
Properties=species:S:1:pos:R:3:nbo_charge:R:1
C -3.937 -1.787 1.006 -0.387
C -3.725 -0.533 0.662 -0.165
C -3.156 -0.115 -0.664 -0.467
C -1.762 0.415 -0.470 -0.174
C -1.469 1.714 -0.159 0.266
C -2.507 2.782 -0.024 -0.657
N -0.195 2.149 0.033 -0.527
C 0.769 1.298 -0.055 0.313
S 2.386 1.914 0.226 0.300
C 3.443 0.610 -0.510 -0.577
C 3.524 -0.693 0.242 -0.031
C 3.233 -0.808 1.527 -0.389
C 3.997 -1.841 -0.600 -0.643
N 0.579 -0.008 -0.339 -0.601
C -0.694 -0.552 -0.574 0.633
O -0.785 -1.733 -0.841 -0.625
H -4.329 -2.056 1.973 0.196
H -3.722 -2.600 0.333 0.198
H -3.930 0.271 1.357 0.188
H -3.791 0.649 -1.118 0.217
H -3.101 -0.984 -1.321 0.241
H -2.014 3.724 0.197 0.240
H -3.203 2.545 0.777 0.225
H -3.074 2.882 -0.949 0.226
H 4.430 1.077 -0.546 0.252
H 3.108 0.455 -1.538 0.231
H 3.320 -1.749 2.042 0.205
H 2.898 0.031 2.113 0.212
H 4.956 -1.603 -1.057 0.219
H 3.290 -2.050 -1.404 0.220
H 4.109 -2.738 0.003 0.226
H 1.349 -0.668 -0.322 0.437
```

No. 5
DFT (the ωB97M-V functional and the def2-TZVPD basis) results for a structure of composition C12H16N3O4PTi at a distorted geometry.

Results
Total charge: +3
Strongest force on any atom (eV Å⁻¹): 9.16
2S+1: 2
HOMO (spin up / spin down) (hartree): -0.6980 / -0.6907
Molecular weight (g mol⁻¹): 345.1
Orbital gap (spin up / spin down) (eV): 4.7 / 4.6
⟨S²⟩: 0.898

```
37
Properties=species:S:1:pos:R:3:mulliken_spin:R:1
Ti 0.114 0.229 -0.420 0.943
O 0.490 -2.899 0.302 0.082
C 0.357 -1.751 0.058 -0.029
C 0.133 2.368 -0.920 -0.009
O 0.173 3.474 -1.230 0.036
C -1.534 -0.074 -1.646 -0.029
O -2.421 -0.335 -2.354 0.043
C 1.917 0.586 0.579 -0.017
O 2.915 0.577 1.178 0.032
C 1.773 -1.365 -2.328 -0.009
H 2.550 -1.798 -1.693 0.001
H 0.996 -2.046 -2.687 0.002
C 1.826 -0.082 -2.730 -0.001
H 1.093 0.329 -3.433 0.001
H 2.653 0.572 -2.433 0.001
C -3.712 1.756 2.750 -0.001
N -3.423 0.317 2.994 0.064
C -2.685 0.173 4.280 -0.002
N -1.379 0.875 4.240 0.077
C -1.598 2.330 4.037 -0.001
N -2.471 2.615 2.829 -0.113
C -1.695 2.539 1.587 -0.009
P -1.137 0.768 1.449 -0.067
C -2.638 -0.239 1.872 0.000
C -0.527 0.338 3.157 0.001
H -4.503 2.115 3.447 -0.001
H -4.111 1.836 1.727 0.001
H -2.515 -0.895 4.468 0.000
H -3.295 0.503 5.133 0.001
H -0.612 2.782 3.847 0.001
H -2.012 2.802 4.958 -0.001
H -2.315 2.776 0.710 -0.003
H -0.814 3.195 1.624 -0.003
H -2.245 -1.206 2.173 0.000
H -3.242 -0.327 0.977 0.006
H 0.491 0.695 3.243 0.006
H -0.565 -0.747 3.198 -0.001
```

No. 6
DFT (the ωB97M-V functional and the def2-TZVPD basis) results for a cluster of 2 separate species, C12H16N6O2 in total at a distorted geometry.

Results
Strongest force on any atom (eV Å⁻¹): 3.14
2S+1: 1
HOMO (hartree): -0.3341
Molecular weight (g mol⁻¹): 276.3
Orbital gap (eV): 8.1
SMILES string: O=[N+]([O-])c1ccc2nnnn2c1.C1CN2CCC1CC2
Relative energy (zero: lowest compared OMol25 entry of this formula, charge and spin) (kJ/mol): 284.0

```
36
Properties=species:S:1:pos:R:3:nbo_charge:R:1
O -2.076 2.702 -0.631 -0.381
N -2.650 2.571 0.484 0.500
O -3.833 2.162 0.599 -0.372
C -1.904 2.980 1.648 -0.050
C -2.581 3.527 2.784 -0.156
C -1.876 4.079 3.836 -0.246
C -0.472 4.220 3.658 0.293
N 0.492 4.804 4.387 -0.308
N 1.672 4.593 3.703 -0.019
N 1.486 3.909 2.605 -0.088
N 0.142 3.657 2.528 -0.196
C -0.524 2.962 1.570 0.068
H -3.668 3.533 2.755 0.252
H -2.271 4.417 4.803 0.254
H 0.098 2.319 0.872 0.330
C 1.998 -0.087 -1.264 -0.432
C 1.283 1.179 -0.805 -0.236
N 0.781 1.044 0.599 -0.442
C 1.920 0.752 1.510 -0.238
C 2.662 -0.518 1.090 -0.432
C 1.991 -1.144 -0.140 -0.199
C 0.518 -1.419 0.225 -0.433
C -0.167 -0.134 0.673 -0.235
H 1.488 -0.482 -2.148 0.212
H 3.027 0.163 -1.542 0.213
H 1.944 2.054 -0.765 0.208
H 0.401 1.410 -1.416 0.218
H 2.556 1.640 1.488 0.223
H 1.498 0.662 2.518 0.201
H 3.703 -0.274 0.868 0.213
H 2.665 -1.229 1.921 0.211
H 2.498 -2.064 -0.452 0.226
H -0.018 -1.816 -0.642 0.214
H 0.453 -2.157 1.032 0.213
H -0.502 -0.168 1.719 0.202
H -1.027 0.129 0.046 0.211
```

No. 7
DFT (the ωB97M-V functional and the def2-TZVPD basis) results for a structure of composition C12H17AuBrN6S.

Results
Total charge: +1
Strongest force on any atom (eV Å⁻¹): 0.25
2S+1: 1
HOMO (hartree): -0.4034
Molecular weight (g mol⁻¹): 554.2
Orbital gap (eV): 7.1
Relative energy (zero: lowest compared OMol25 entry of this formula, charge and spin) (kJ/mol): 20.7

```
38
Properties=species:S:1:pos:R:3:nbo_charge:R:1
Au -1.396 -0.295 -0.957 0.844
C 2.559 -2.756 2.223 -0.636
C 1.155 -2.229 2.217 -0.030
C 0.362 -2.193 3.359 -0.125
C -0.925 -1.699 3.287 -0.255
C -1.385 -1.233 2.067 0.169
Br -3.188 -0.684 1.974 0.094
N -0.640 -1.217 0.967 -0.544
C 0.597 -1.729 1.053 0.050
H 2.698 -3.486 3.019 0.234
H 3.274 -1.947 2.385 0.237
H 2.806 -3.234 1.276 0.230
H 0.744 -2.564 4.302 0.236
H -1.574 -1.680 4.149 0.251
H 1.166 -1.738 0.136 0.213
N 2.782 -0.690 -4.404 -0.771
C 2.405 -0.229 -3.193 0.353
C 1.128 -0.509 -2.665 -0.035
N 0.765 -0.033 -1.484 -0.482
C 1.639 0.712 -0.795 -0.066
C 2.886 0.973 -1.330 0.042
N 3.275 0.516 -2.512 -0.410
H 2.206 -1.313 -4.938 0.403
H 3.719 -0.501 -4.717 0.420
H 0.412 -1.111 -3.208 0.213
H 1.334 1.087 0.171 0.231
H 3.598 1.578 -0.782 0.218
C -3.084 -0.061 -1.746 -0.443
H -3.690 0.835 -1.598 0.174
H -3.631 -0.786 -2.348 0.174
N -3.544 2.710 0.826 -0.799
C -2.373 3.296 0.514 0.315
N -2.430 4.549 0.041 -0.777
S -0.909 2.496 0.688 -0.364
H -4.401 3.236 0.864 0.395
H -3.494 1.840 1.328 0.420
H -3.283 5.079 0.007 0.397
H -1.564 5.010 -0.177 0.425
```

No. 8
DFT (the ωB97M-V functional and the def2-TZVPD basis) results for a structure of composition C12H17BN6O2Tc at a distorted geometry.

Results
Total charge: +2
Strongest force on any atom (eV Å⁻¹): 3.89
2S+1: 4
HOMO (spin up / spin down) (hartree): -0.5771 / -0.5668
Molecular weight (g mol⁻¹): 386.1
Orbital gap (spin up / spin down) (eV): 8.0 / 3.4
⟨S²⟩: 3.771
Relative energy (zero: lowest compared OMol25 entry of this formula, charge and spin) (kJ/mol): 179.4

```
39
Properties=species:S:1:pos:R:3:mulliken_spin:R:1
H 1.004 3.399 1.117 0.001
N 0.551 1.923 -0.326 -0.041
B 0.218 0.559 -2.429 -0.030
N 0.571 1.877 -1.711 0.042
C 0.911 3.089 -2.164 0.042
Tc 0.051 0.320 0.769 1.926
H 0.934 3.246 -3.228 0.001
C 1.124 3.937 -1.084 0.037
H 1.416 4.970 -1.093 0.000
C 0.912 3.172 0.069 0.010
H 0.322 0.669 -3.629 -0.001
C -2.174 -3.246 3.481 -0.001
H -1.818 -3.290 4.506 0.000
H -1.334 -2.919 2.792 0.001
H -2.519 -4.214 3.136 0.000
N -1.256 0.177 -2.042 0.129
N 1.114 -0.572 -1.861 0.043
N -1.536 0.036 -0.700 0.162
N 1.132 -0.823 -0.501 -0.012
C -2.325 -0.239 -2.746 0.190
C 1.879 -1.488 -2.461 0.020
H -2.283 -0.214 -3.830 0.002
H 1.974 -1.436 -3.534 0.001
C -3.321 -0.664 -1.860 0.314
C 2.381 -2.359 -1.510 0.059
C -2.779 -0.491 -0.577 0.128
C 1.898 -1.924 -0.282 -0.004
H -4.305 -1.055 -2.082 -0.009
H 3.033 -3.208 -1.660 0.000
H -3.201 -0.728 0.389 -0.001
H 2.020 -2.324 0.710 0.000
H -3.014 -2.595 3.436 0.000
C 0.649 0.986 3.677 0.001
O 1.890 0.485 3.010 0.043
C 1.916 0.625 1.602 -0.091
O 2.929 0.959 0.985 0.033
H 0.895 0.967 4.752 0.003
H -0.258 0.364 3.497 0.002
H 0.400 2.028 3.382 0.000
```